C15H30F5Hf2O9P2 | ωB97M-V/def2-TZVPD

Structure (ORCA input):
```
! wB97M-V def2-TZVPD RIJCOSX def2/J DEFGRID3
* xyz 5 1
Hf 3.39453 -7.30285 9.74930
Hf 9.06922 -7.46876 12.15685
F 3.50330 -5.49282 10.93176
O 6.88863 -8.13112 12.30367
P 5.47631 -8.59613 12.46486
O 4.44066 -8.00969 11.52921
F 4.99502 -8.37020 13.90059
F 5.45604 -10.11368 12.32255
O 5.45336 -6.60465 9.42521
P 6.94476 -6.42818 9.28192
O 7.90250 -6.83744 10.35767
F 7.12102 -4.93262 9.02923
F 7.32104 -7.11049 7.96842
C 6.62866 -12.45506 18.72264
C 6.15440 -11.19644 18.01363
O 6.75174 -10.14847 18.12870
C 4.97793 -11.30939 17.08693
H 5.75842 -13.10554 18.80764
H 6.87241 -12.10790 19.72807
H 7.48260 -12.95676 18.27329
H 5.13368 -10.56166 16.30337
H 4.02390 -11.09060 17.56237
H 5.06185 -12.25336 16.54753
C 5.02541 -4.36411 13.88011
C 6.14749 -4.41401 12.88982
O 6.77150 -5.47200 12.74093
C 6.35928 -3.26220 11.93240
H 5.26631 -3.63016 14.65126
H 4.90310 -5.37621 14.27097
H 4.06669 -4.14484 13.40923
H 7.33149 -2.79526 12.11562
H 5.69128 -2.42624 12.14452
H 6.22244 -3.54898 10.89373
C 9.77422 -11.78151 13.66650
C 8.66730 -10.87788 14.11980
O 8.49424 -9.77003 13.59099
C 7.66673 -11.46338 15.07171
H 10.72428 -11.56278 14.16286
H 9.89725 -11.64430 12.58928
H 9.59372 -12.84709 13.80203
H 8.21165 -11.87274 15.92492
H 7.02467 -12.18784 14.57590
H 7.23936 -10.54146 15.47247
C -0.48619 -7.92685 11.81185
C 0.81880 -7.41005 12.30154
O 1.81038 -7.51209 11.53191
C 0.86866 -6.58788 13.53686
H -0.80126 -7.35660 10.93868
H -1.17676 -7.81617 12.65114
H -0.50755 -9.01506 11.70769
H 1.87813 -6.24005 13.75191
H 0.46993 -7.11636 14.40318
H 0.26603 -5.69569 13.33430
C 7.49060 -7.42368 16.37414
C 8.15005 -6.55509 15.34330
O 8.51203 -7.00184 14.21430
C 8.54599 -5.15285 15.63381
H 6.53870 -6.96254 16.63559
H 8.21449 -7.62215 17.16651
H 7.29761 -8.32600 15.79278
H 8.90396 -4.67102 14.72831
H 9.38644 -5.27798 16.33286
H 7.76443 -4.60430 16.15911
*
```

Results
Lowest unoccupied orbital energy: -17.9851 eV
Energy above the lowest of the compared OMol25 structures with the same formula, charge and spin: 2.115 eV
Molar mass: 868.31 g mol⁻¹
Maximum force: 0.2131 hartree/bohr
Gap between HOMO and LUMO: 0.076 Eh